{"formula": "C5H9N2O3", "method": "ωB97M-V/def2-TZVPD", "relative_energy_kcal_mol": 21.3, "e_tot_ha": -530.84978, "multiplicity": 1, "total_charge": 1, "symbols": ["C", "C", "C", "C", "C", "N", "N", "O", "O", "O", "H", "H", "H", "H", "H", "H", "H", "H", "H"], "positions_angstrom": [[0.8407, 0.1640, 2.2458], [1.6584, -0.8729, 0.3595], [-0.1096, 0.0529, 0.0799], [-2.3135, -0.5980, -0.6033], [0.4785, 0.9112, -2.0595], [1.8130, -0.5655, 1.7059], [-0.1390, 0.5360, 1.4825], [2.3318, -1.4622, -0.3953], [-0.9868, -0.9366, -0.1437], [-0.0344, 1.1253, -0.7342], [0.8811, 0.4250, 3.2982], [-2.9917, -1.2732, -0.0849], [-2.3741, -0.7632, -1.6786], [-2.5686, 0.4375, -0.3782], [0.6012, -0.1487, -2.2746], [1.4422, 1.4171, -2.1321], [-0.2284, 1.3570, -2.7581], [2.6086, -0.9081, 2.2453], [-0.9095, 1.1025, 1.8254]]}